(1)
Density functional theory data (ωB97M-V with the def2-TZVPD basis set) for a single C3H5IO2 molecule in a non-equilibrium geometry.

Each line ends with the natural charge from an NBO analysis.
CARTESIAN COORDINATES (ANGSTROEM)
C (-0.324, -0.189, -0.974)  0.831
C (0.856, 0.508, 1.175)  -0.594
C (-0.447, 0.618, 0.271)  -0.523
O (0.041, 0.162, -2.067)  -0.528
O (-0.920, -1.619, -0.779)  -0.785
I (-0.928, -2.826, -2.304)  0.453
H (1.061, 1.350, 1.790)  0.221
H (0.792, -0.328, 1.846)  0.221
H (1.827, 0.450, 0.453)  0.218
H (-0.620, 1.656, -0.066)  0.243
H (-1.338, 0.218, 0.654)  0.242

Properties
LUMO, eV: -0.4
Calculated total energy, eV: -15386.23107
Highest occupied orbital energy, eV: -9.38
Net charge: 0
SMILES string: CCC(=O)OI
ΔE to the lowest compared entry with this formula, charge and spin, eV: 1.024
Frontier orbital gap, eV: 8.989


(2)
Density functional theory data (ωB97M-V with the def2-TZVPD basis set) for a single C4H11NO2 molecule in a non-equilibrium geometry.

Each line ends with the natural charge from an NBO analysis.
CARTESIAN COORDINATES (ANGSTROEM)
C (0.780, -0.559, -0.305)  0.065
C (1.613, -0.259, 0.935)  -0.645
O (1.266, 0.103, -1.463)  -0.721
H (-0.718, 1.010, -1.826)  0.374
H (0.721, -1.645, -0.472)  0.171
H (2.178, -0.285, -1.439)  0.469
H (1.701, 0.814, 1.086)  0.214
H (2.614, -0.676, 0.819)  0.203
H (1.159, -0.714, 1.810)  0.226
C (-0.993, 1.026, 0.819)  -0.649
C (-0.773, -0.126, -0.164)  0.382
O (-1.443, -1.290, 0.254)  -0.727
N (-1.310, 0.272, -1.441)  -0.850
H (-2.381, -1.087, 0.332)  0.474
H (-1.239, -0.502, -2.096)  0.365
H (-0.782, 0.706, 1.835)  0.215
H (-0.360, 1.870, 0.561)  0.213
H (-2.032, 1.343, 0.753)  0.220

Properties
LUMO, eV: 0.8
Calculated total energy, eV: -9911.34642
Highest occupied orbital energy, eV: -9.29
Net charge: 0
SMILES string: C[C@H](O)[C@@](C)(N)O
ΔE to the lowest compared entry with this formula, charge and spin, eV: 0.895
Frontier orbital gap, eV: 10.132


(3)
Density functional theory data (ωB97M-V with the def2-TZVPD basis set) for a molecular structure, C48H52CsN2O6P2.

Each line ends with the Löwdin charge.
CARTESIAN COORDINATES (ANGSTROEM)
Cs (-0.647, 0.274, -0.355)  1.263
C (-3.596, -0.802, -2.396)  -0.074
O (-3.080, 0.524, -2.323)  -0.256
C (-2.558, 0.990, -3.548)  -0.205
C (-1.147, 0.542, -3.907)  -0.206
O (-0.199, 1.326, -3.193)  -0.238
C (1.153, 1.136, -3.577)  -0.181
C (1.776, -0.185, -3.172)  -0.219
O (2.199, -0.113, -1.821)  -0.263
C (2.570, -1.393, -1.320)  -0.099
H (-4.435, -0.840, -3.102)  0.093
H (-3.939, -1.074, -1.398)  0.089
H (-2.826, -1.509, -2.705)  0.064
H (-2.575, 2.082, -3.498)  0.129
H (-3.212, 0.674, -4.374)  0.123
H (-1.019, 0.730, -4.984)  0.130
H (-1.017, -0.524, -3.693)  0.086
H (1.709, 1.942, -3.090)  0.117
H (1.237, 1.283, -4.663)  0.125
H (2.650, -0.370, -3.817)  0.128
H (1.070, -1.013, -3.298)  0.106
H (3.276, -1.876, -2.006)  0.087
H (1.694, -2.032, -1.184)  0.062
H (3.060, -1.231, -0.359)  0.083
C (-5.871, 0.899, 2.674)  -0.121
O (-4.513, 0.620, 2.482)  -0.092
C (-4.203, -0.619, 1.964)  -0.211
C (-5.140, -1.577, 1.659)  -0.058
C (-4.744, -2.818, 1.131)  -0.126
C (-3.409, -3.063, 0.913)  -0.071
C (-2.432, -2.100, 1.211)  -0.179
C (-0.992, -2.376, 1.068)  -0.264
N (-0.333, -3.123, 0.269)  0.017
N (-1.020, -3.845, -0.698)  0.030
C (-1.024, -3.255, -1.859)  -0.523
O (-0.582, -2.087, -2.142)  -0.223
C (-1.662, -4.053, -2.969)  -0.138
C (-2.283, -5.279, -2.733)  -0.037
C (-2.883, -5.978, -3.768)  -0.102
C (-2.872, -5.466, -5.062)  -0.121
C (-2.253, -4.250, -5.307)  -0.102
C (-1.655, -3.551, -4.266)  -0.043
C (-2.791, -0.828, 1.761)  -0.427
O (-1.954, 0.101, 2.047)  -0.297
H (-5.927, 1.912, 3.072)  0.084
H (-6.336, 0.209, 3.389)  0.088
H (-6.435, 0.853, 1.734)  0.090
H (-6.194, -1.387, 1.816)  0.088
H (-5.490, -3.567, 0.895)  0.084
H (-3.084, -4.005, 0.493)  0.093
H (-0.366, -1.778, 1.725)  0.071
H (-2.282, -5.662, -1.721)  0.100
H (-3.366, -6.927, -3.569)  0.091
H (-3.344, -6.013, -5.869)  0.088
H (-2.236, -3.843, -6.311)  0.091
H (-1.165, -2.602, -4.441)  0.096
C (2.967, 2.233, 3.938)  -0.299
C (1.937, 1.129, 4.177)  -0.382
P (2.489, -0.542, 3.613)  1.070
C (3.659, -0.904, 4.987)  -0.379
C (3.240, -1.224, 6.278)  -0.086
C (4.164, -1.436, 7.289)  -0.089
C (5.524, -1.326, 7.026)  -0.104
C (5.954, -1.011, 5.746)  -0.099
C (5.024, -0.808, 4.734)  -0.116
C (1.047, -1.559, 4.092)  -0.408
C (1.200, -2.946, 4.016)  -0.116
C (0.137, -3.791, 4.278)  -0.085
C (-1.105, -3.262, 4.604)  -0.082
C (-1.273, -1.890, 4.674)  -0.075
C (-0.202, -1.040, 4.421)  -0.097
C (3.385, 2.422, 2.475)  -0.374
P (1.929, 2.412, 1.333)  1.038
C (0.771, 3.596, 2.112)  -0.392
C (-0.493, 3.114, 2.454)  -0.098
C (-1.421, 3.953, 3.061)  -0.060
C (-1.092, 5.272, 3.330)  -0.090
C (0.168, 5.760, 2.994)  -0.091
C (1.092, 4.926, 2.388)  -0.099
C (2.557, 3.358, -0.100)  -0.375
C (1.693, 4.156, -0.851)  -0.096
C (2.114, 4.744, -2.034)  -0.092
C (3.409, 4.541, -2.492)  -0.104
C (4.274, 3.742, -1.760)  -0.091
C (3.850, 3.151, -0.578)  -0.097
H (3.865, 2.044, 4.536)  0.100
H (2.533, 3.170, 4.297)  0.101
H (1.023, 1.347, 3.618)  0.035
H (1.668, 1.097, 5.236)  0.093
H (2.179, -1.318, 6.485)  0.107
H (3.824, -1.689, 8.286)  0.098
H (6.245, -1.493, 7.816)  0.095
H (7.012, -0.932, 5.532)  0.096
H (5.360, -0.580, 3.728)  0.094
H (2.157, -3.362, 3.721)  0.104
H (0.267, -4.862, 4.187)  0.101
H (-1.951, -3.919, 4.765)  0.103
H (-2.248, -1.470, 4.882)  0.111
H (-0.376, 0.025, 4.444)  0.091
H (3.999, 1.577, 2.152)  0.054
H (3.975, 3.336, 2.374)  0.083
H (-0.775, 2.081, 2.260)  0.060
H (-2.399, 3.563, 3.313)  0.110
H (-1.816, 5.926, 3.800)  0.097
H (0.424, 6.791, 3.203)  0.097
H (2.069, 5.310, 2.115)  0.110
H (0.678, 4.317, -0.508)  0.108
H (1.426, 5.357, -2.602)  0.103
H (3.738, 4.997, -3.418)  0.096
H (5.282, 3.567, -2.114)  0.099
H (4.535, 2.510, -0.035)  0.099

Properties
LUMO, eV: 1.9
Calculated total energy, eV: -85011.54531
Highest occupied orbital energy, eV: -3.77
Net charge: -1
ΔE to the lowest compared entry with this formula, charge and spin, eV: 0.000
Frontier orbital gap, eV: 5.696


(4)
Density functional theory data (ωB97M-V with the def2-TZVPD basis set) for a single C6H15N molecule in a non-equilibrium geometry.

Each line ends with the natural charge from an NBO analysis.
CARTESIAN COORDINATES (ANGSTROEM)
C (1.172, -1.302, -1.698)  -0.225
N (1.212, -0.736, -0.269)  -0.653
C (-0.235, -0.572, 0.228)  -0.230
C (-0.343, 0.700, 1.009)  -0.227
C (0.531, 0.962, 2.238)  -0.609
C (-1.856, 0.942, 1.290)  -0.620
C (0.410, -0.338, -2.614)  -0.662
H (0.585, -2.278, -1.760)  0.173
H (2.254, -1.497, -2.111)  0.207
H (1.777, -1.353, 0.417)  0.366
H (-0.922, -0.572, -0.671)  0.204
H (-0.631, -1.442, 0.803)  0.173
H (0.044, 1.463, 0.271)  0.193
H (0.336, 0.145, 2.969)  0.198
H (1.626, 0.998, 2.018)  0.217
H (0.271, 1.988, 2.504)  0.214
H (-2.085, 1.482, 2.224)  0.210
H (-2.207, -0.104, 1.421)  0.203
H (-2.264, 1.552, 0.483)  0.217
H (0.540, -0.666, -3.661)  0.218
H (0.468, 0.786, -2.697)  0.228
H (-0.682, -0.155, -2.393)  0.206

Properties
LUMO, eV: 1.1
Calculated total energy, eV: -7953.60783
Highest occupied orbital energy, eV: -8.91
Net charge: 0
SMILES string: CCNCC(C)C
ΔE to the lowest compared entry with this formula, charge and spin, eV: 2.159
Frontier orbital gap, eV: 10.014


(5)
Density functional theory data (ωB97M-V with the def2-TZVPD basis set) for a single H2O4S3 molecule in a non-equilibrium geometry.

Each line ends with the natural charge from an NBO analysis.
CARTESIAN COORDINATES (ANGSTROEM)
O (1.200, 0.099, -0.499)  -0.946
O (0.577, 1.024, 1.795)  -0.895
O (0.282, -2.005, -1.661)  -0.909
O (-0.699, 1.659, -0.185)  -0.867
S (0.502, -1.406, -0.357)  1.363
S (-1.883, 0.478, -0.286)  0.330
S (0.794, 1.482, 0.442)  1.812
H (1.840, -1.859, -0.101)  -0.003
H (-2.614, 0.528, 0.853)  0.116

Properties
LUMO, eV: -0.4
Calculated total energy, eV: -40724.79260
Highest occupied orbital energy, eV: -9.54
Net charge: 0
ΔE to the lowest compared entry with this formula, charge and spin, eV: 0.896
Frontier orbital gap, eV: 9.163


(6)
Density functional theory data (ωB97M-V with the def2-TZVPD basis set) for a molecular structure, CHF3LaMgNO3S2 in a non-equilibrium geometry.

Each line ends with the Löwdin charge.
CARTESIAN COORDINATES (ANGSTROEM)
La (1.754, 2.558, 1.934)  1.903
N (0.071, -0.010, 0.079)  -0.820
S (1.620, -0.106, -0.354)  0.916
O (2.563, 0.751, 0.535)  -0.743
S (-0.499, 1.474, 0.839)  0.397
O (-2.705, 1.633, -0.511)  -0.434
C (1.958, -1.781, 0.424)  -0.781
F (1.205, -2.695, -0.167)  0.147
F (1.684, -1.747, 1.716)  0.146
F (3.233, -2.086, 0.246)  0.161
Mg (-2.484, -0.301, -1.295)  1.261
O (-4.106, 0.844, -1.367)  -0.222
H (-4.294, 1.465, -2.078)  0.067

Properties
LUMO, eV: -8.7
Calculated total energy, eV: -44791.68744
Highest occupied orbital energy, eV: -14.70
Net charge: +2
ΔE to the lowest compared entry with this formula, charge and spin, eV: 0.235
Frontier orbital gap, eV: 6.022


(7)
Density functional theory data (ωB97M-V with the def2-TZVPD basis set) for a molecular structure, C40H36ClF6LuN2O7S3Si in a non-equilibrium geometry.

Each line ends with the Löwdin charge.
CARTESIAN COORDINATES (ANGSTROEM)
Lu (-0.906, 0.896, -0.720)  1.763
C (-1.351, -0.462, -3.529)  -0.176
C (-2.682, -0.110, -3.760)  -0.187
C (-3.455, -0.560, -2.672)  -0.188
C (-2.600, -1.204, -1.765)  -0.221
C (-1.283, -1.152, -2.293)  -0.296
H (-0.518, -0.317, -4.204)  0.083
H (-3.042, 0.426, -4.625)  0.070
H (-4.519, -0.422, -2.538)  0.075
H (-2.908, -1.756, -0.886)  0.078
H (-0.476, -1.806, -2.002)  0.060
O (-0.886, 1.867, 3.646)  0.023
C (-0.889, 1.990, 2.423)  -0.626
O (-0.760, 1.073, 1.557)  -0.208
C (-1.031, 3.392, 1.845)  -0.207
C (-0.928, 4.505, 2.669)  -0.009
C (-1.065, 5.760, 2.106)  -0.071
C (-1.294, 5.855, 0.742)  -0.055
C (-1.364, 4.689, -0.003)  -0.139
N (-1.242, 3.477, 0.533)  0.086
H (-0.743, 4.349, 3.722)  0.111
H (-0.988, 6.652, 2.717)  0.097
H (-1.412, 6.812, 0.251)  0.099
H (-1.517, 4.728, -1.071)  0.089
F (-3.563, 2.959, -4.763)  0.132
C (-4.468, 2.833, -3.791)  -0.667
F (-5.085, 1.667, -3.913)  0.136
F (-5.392, 3.792, -3.965)  0.113
S (-3.650, 3.099, -2.140)  0.615
O (-2.376, 2.416, -2.154)  -0.357
O (-3.625, 4.532, -2.076)  -0.282
N (-4.738, 2.488, -1.182)  -0.269
S (-4.438, 1.432, -0.059)  0.597
O (-5.400, 0.380, 0.008)  -0.253
O (-3.039, 1.104, 0.060)  -0.454
C (-4.830, 2.435, 1.441)  -0.665
F (-6.092, 2.887, 1.355)  0.119
F (-4.731, 1.694, 2.539)  0.135
F (-4.025, 3.490, 1.558)  0.145
Cl (3.365, 1.767, -3.267)  0.636
C (3.376, 1.965, -1.522)  -0.605
C (4.600, 1.824, -0.885)  -0.161
C (4.700, 2.014, 0.482)  -0.124
C (3.551, 2.367, 1.185)  -0.110
C (2.346, 2.508, 0.530)  -0.050
C (2.190, 2.297, -0.856)  -0.350
C (0.891, 2.469, -1.509)  -0.228
H (5.474, 1.573, -1.474)  0.088
H (5.647, 1.880, 0.988)  0.086
H (3.595, 2.519, 2.256)  0.095
H (1.462, 2.768, 1.101)  0.095
H (1.004, 2.495, -2.594)  -0.005
H (0.459, 3.414, -1.178)  0.009
O (0.697, -0.607, -0.184)  -0.427
Si (1.695, -1.824, -0.065)  0.443
C (0.787, -3.450, 0.313)  -0.208
C (-0.600, -3.463, 0.444)  -0.094
C (-1.291, -4.642, 0.695)  -0.089
C (-0.603, -5.839, 0.823)  -0.116
C (0.781, -5.851, 0.694)  -0.111
C (1.460, -4.669, 0.440)  -0.102
C (2.722, -2.297, -1.596)  -0.198
C (2.221, -3.205, -2.535)  -0.093
C (2.922, -3.518, -3.691)  -0.100
C (4.155, -2.930, -3.935)  -0.115
C (4.677, -2.034, -3.015)  -0.103
C (3.965, -1.726, -1.864)  -0.107
C (2.918, -1.579, 1.354)  -0.196
C (4.147, -2.237, 1.442)  -0.107
C (4.994, -2.044, 2.526)  -0.111
C (4.623, -1.182, 3.549)  -0.118
C (3.407, -0.518, 3.481)  -0.097
C (2.569, -0.713, 2.391)  -0.081
H (-1.146, -2.535, 0.336)  0.059
H (-2.371, -4.626, 0.783)  0.094
H (-1.140, -6.761, 1.019)  0.087
H (1.326, -6.784, 0.781)  0.088
H (2.540, -4.696, 0.332)  0.097
H (1.261, -3.677, -2.360)  0.100
H (2.503, -4.219, -4.403)  0.092
H (4.701, -3.162, -4.842)  0.088
H (5.631, -1.555, -3.203)  0.094
H (4.387, -1.029, -1.153)  0.088
H (4.455, -2.906, 0.645)  0.091
H (5.946, -2.561, 2.570)  0.087
H (5.285, -1.024, 4.394)  0.086
H (3.114, 0.164, 4.270)  0.099
H (1.631, -0.172, 2.326)  0.091
C (-1.351, -1.596, 3.462)  -0.388
S (-2.723, -1.110, 2.403)  0.788
C (-3.917, -2.356, 2.939)  -0.415
H (-1.073, -2.634, 3.278)  0.029
H (-1.609, -1.444, 4.511)  0.035
H (-0.527, -0.937, 3.199)  0.008
H (-4.076, -2.293, 4.017)  0.025
H (-3.586, -3.363, 2.683)  0.014
H (-4.855, -2.145, 2.429)  0.024

Properties
LUMO, eV: 4.3
Calculated total energy, eV: -162216.31068
Highest occupied orbital energy, eV: -2.23
Net charge: -2
ΔE to the lowest compared entry with this formula, charge and spin, eV: 0.000
Frontier orbital gap, eV: 6.495


(8)
Density functional theory data (ωB97M-V with the def2-TZVPD basis set) for a single C2H6ClO2P molecule in a non-equilibrium geometry.

Each line ends with the natural charge from an NBO analysis.
CARTESIAN COORDINATES (ANGSTROEM)
C (-1.500, -0.506, -0.380)  -0.650
C (-0.688, 0.697, 0.265)  -0.074
O (2.726, -0.769, 1.330)  -1.036
O (0.462, 0.171, 0.959)  -0.832
P (1.796, -0.246, 0.355)  1.965
Cl (2.490, 1.323, -0.717)  -0.320
H (-1.025, -0.674, -1.374)  0.209
H (-1.182, -1.419, 0.164)  0.229
H (-2.599, -0.286, -0.447)  0.233
H (-1.350, 1.156, 1.062)  0.200
H (-0.434, 1.522, -0.428)  0.201
H (1.304, -0.970, -0.790)  -0.125

Properties
LUMO, eV: 0.7
Calculated total energy, eV: -28078.88694
Highest occupied orbital energy, eV: -11.33
Net charge: 0
SMILES string: CCO[P@H](=O)Cl
ΔE to the lowest compared entry with this formula, charge and spin, eV: 0.406
Frontier orbital gap, eV: 12.066